# C5H10O2

The molecule C5H10O2 (ωB97M-V/def2-TZVPD, OMol25).

Element x y z (Å)
C -2.2732 1.1336 -0.0528
O -1.0270 0.5345 0.2321
C -0.2386 0.2833 -0.9346
C 1.0143 -0.5195 -0.5944
C 2.0689 -0.0206 0.3665
C 1.2871 -1.2395 0.7248
O 0.3104 -1.3421 1.6874
H -2.1562 2.1395 -0.4839
H -2.8230 1.2187 0.8881
H -2.8637 0.5242 -0.7538
H -0.8567 -0.2575 -1.6670
H -0.0023 1.2620 -1.3951
H 1.2153 -1.4647 -1.0840
H 3.1246 -0.0570 0.1044
H 1.7968 0.8123 1.0096
H 1.8675 -2.1643 0.6209
H -0.4443 -0.8430 1.3318

Force components x, y, z for each atom (eV/Å):
C -0.2 0.1 0.0
O 0.1 -0.1 0.0
C 0.1 -0.2 -0.1
C -0.4 -0.6 0.6
C 0.2 0.0 0.3
C 0.2 -0.1 0.3
O -0.2 0.3 0.6
H 0.1 -0.2 0.1
H 0.1 0.0 -0.1
H 0.1 0.0 0.1
H 0.1 -0.1 0.1
H 0.2 -0.4 0.1
H 0.4 1.1 -2.0
H -0.2 -0.1 0.1
H -0.2 0.2 -0.5
H -0.5 0.1 0.0
H 0.1 0.0 0.4

Its orbital gap is 9.78 eV. The calculation puts the electronic energy at -346.89856 a.u. The value obtained for the energy relative to the best compared isomer or geometry (same formula, charge and spin) is 3.452 eV. As for the spin multiplicity: 1. As for the SMILES: COC[C@H]1C[C@H]1O. As for the charge: 0.

# C5H10O2

A structure of composition C5H10O2 (ωB97M-V/def2-TZVPD, OMol25).

Element x y z (Å)
O 2.7014 -0.1736 -0.5628
C 1.7716 -0.7324 0.3078
C 0.2017 -0.4636 -0.7370
C -1.0093 -0.9224 0.0419
C -1.8495 0.3389 0.3159
C -0.7973 1.4262 0.0934
O 0.1267 0.8993 -0.8797
H 2.3078 0.6819 -0.7930
H 1.8087 -0.2426 1.3253
H 2.0596 -1.7919 0.4855
H 0.5637 -0.9916 -1.6064
H 0.0531 -1.0175 0.5916
H -1.5344 -1.8382 -0.2595
H -2.2569 0.3873 1.3335
H -2.7045 0.4805 -0.3697
H -0.2527 1.6345 1.0238
H -1.1761 2.3643 -0.3187

Force components x, y, z for each atom (eV/Å):
O 0.5 0.5 0.0
C -0.7 0.2 -1.1
C 2.3 0.0 0.3
C 1.2 -0.3 0.8
C 0.4 -0.1 0.0
C 0.0 0.1 0.1
O 0.0 0.4 -0.4
H 0.3 0.0 -0.2
H -0.6 -0.1 -0.8
H -0.6 0.4 -0.4
H -0.1 0.1 -0.5
H -4.0 -1.2 2.2
H 0.5 0.4 0.1
H 0.2 0.0 -0.2
H 0.5 -0.3 0.1
H 0.0 0.0 -0.1
H 0.0 -0.2 0.1

Its orbital gap is 9.19 eV. The calculation puts the electronic energy at -346.84295 a.u. The value obtained for the energy relative to the best compared isomer or geometry (same formula, charge and spin) is 4.966 eV. As for the spin multiplicity: 1. As for the charge: 0.

# C5H10O2

A cluster of 2 separate species, C5H10O2 in total (ωB97M-V/def2-TZVPD, OMol25).

Element x y z (Å)
C -0.7174 -1.7764 -0.0702
C -1.0251 -0.9985 1.1698
C -1.4488 0.2622 1.2780
O -1.5933 1.2074 0.3164
H 0.3576 -1.9829 -0.1645
H -1.0666 -1.2738 -0.9764
H -1.2171 -2.7484 0.0075
H -0.9566 -1.5692 2.0903
H -1.7495 0.6462 2.2485
H -1.1850 0.9125 -0.5209
C 1.7264 1.1335 -0.1569
C 1.2143 0.9318 -1.5499
O 0.0616 0.7008 -1.8525
H 2.5096 1.8958 -0.1957
H 2.2117 0.2204 0.2118
H 0.9113 1.4064 0.5191
H 1.9668 1.0322 -2.3545

Force components x, y, z for each atom (eV/Å):
C 0.0 0.0 -0.1
C -0.1 0.1 0.1
C 0.0 -0.2 0.3
O 0.0 -0.2 -0.1
H -0.1 0.1 -0.1
H 0.1 -0.2 0.1
H 0.1 0.1 -0.2
H -0.1 0.2 0.1
H 0.1 0.0 -0.1
H 0.0 0.0 0.1
C 0.0 0.1 0.0
C -0.3 -0.1 -0.2
O 0.5 0.2 0.1
H -0.1 0.0 0.1
H -0.2 0.0 -0.2
H 0.2 0.0 -0.1
H 0.0 -0.1 0.0

Its orbital gap is 9.25 eV. The calculation puts the electronic energy at -346.95419 a.u. The value obtained for the energy relative to the best compared isomer or geometry (same formula, charge and spin) is 1.938 eV. As for the spin multiplicity: 1. As for the SMILES: C/C=C\O.CC=O. As for the charge: 0.